Density functional theory data (ωB97M-V/def2-TZVPD) for a molecular structure, C11H10Cl2NO4.

```
28
C11H10Cl2NO4 | the Open Molecules 2025 dataset | ωB97M-V/def2-TZVPD
H 0.186 3.271 -2.693
H -2.697 -3.969 2.338
C -0.085 2.983 -1.674
C 2.650 0.430 -1.029
H 2.084 3.143 -1.385
C -1.084 -1.877 0.099
C -0.095 -1.344 1.035
C -2.103 -2.799 0.704
H 1.107 3.585 0.065
H 0.023 -0.165 -0.942
Cl 1.340 -1.370 3.314
H -1.774 1.595 -1.466
O 3.013 1.123 -1.942
N 0.058 0.818 -0.642
C -0.695 1.588 -1.666
O 2.700 -0.560 -0.335
C -1.975 -3.246 1.970
C -0.890 -2.836 2.880
C 0.026 -1.800 2.313
O -1.078 -1.633 -1.126
H 1.586 1.325 0.757
C 1.200 1.469 -0.272
C 1.183 2.905 -0.794
Cl -3.335 -3.376 -0.337
H -0.522 1.080 -2.627
H -0.784 3.698 -1.239
O -0.746 -3.344 3.988
H 0.708 -0.695 0.704
```

DFT total energy = -1701.23618 Ha
total charge = -1
ΔE to the lowest compared entry with this formula, charge and spin = 0.00 kcal/mol
gap between HOMO and LUMO = 3.40 eV

Mulliken atomic charge list, values in e, 8 entries:
1 H 0.25
2 H 0.42
3 C -0.42
4 C 0.67
5 H 0.26
6 C 0.86
7 C -0.14
8 C 0.22

---

Density functional theory data (ωB97M-V/def2-TZVPD) for 9 unconnected molecules or ions with the total composition C50H126N8O18.

```
202
C50H126N8O18 | the Open Molecules 2025 dataset | ωB97M-V/def2-TZVPD
H 1.538 1.306 2.802
H -0.692 3.478 1.473
C -3.721 3.193 2.781
H -4.387 4.621 -4.659
H 2.150 -1.350 -0.012
H -0.413 4.526 -6.432
H -4.608 5.231 2.811
H -0.846 -5.148 -2.145
H 2.111 -10.161 -1.744
H 3.239 0.864 5.209
H 2.052 -4.422 2.953
H 2.313 2.509 3.638
H 3.756 -5.607 -1.144
H 1.533 -1.011 3.791
H -3.731 2.875 5.647
H -2.638 -4.238 2.156
H 0.313 2.071 -3.852
H -0.349 -10.195 -1.782
H 4.373 -0.957 0.388
H -1.157 -0.520 5.719
N 2.576 -3.009 -3.554
H 4.163 0.784 -0.145
H 0.745 -0.001 1.092
C -1.507 -1.091 3.271
C 2.458 -0.751 4.335
H 1.753 -7.724 -2.157
C -6.605 0.099 -1.213
H 0.128 4.281 -4.708
O 1.351 -4.707 1.071
H -2.256 0.696 -5.211
H 1.091 5.177 -5.809
H -3.653 2.373 3.501
H -2.668 -3.112 -2.185
H -5.372 3.170 5.792
C -4.635 4.336 3.454
C 3.755 5.379 -1.223
H 0.341 -3.760 2.565
C 4.791 -2.403 -2.720
N -4.290 4.738 4.853
O 5.066 -3.735 -2.280
H 0.592 -1.947 -0.203
H 4.251 3.805 0.059
H 2.062 8.708 0.348
C -2.406 4.977 8.594
N 5.090 5.969 -1.097
H 1.691 -1.070 6.361
C 2.733 -5.700 -0.708
N -0.333 0.126 -4.434
H -0.359 -8.502 -1.336
H 5.243 -1.846 7.278
H 5.781 5.346 -1.513
C 2.154 9.070 -0.669
H 4.351 -2.960 -4.782
H -1.330 -5.606 -3.860
H -4.536 3.230 7.957
H -0.818 1.091 4.922
H 3.436 -8.121 -1.769
H -7.098 -4.680 3.487
C 6.037 -3.731 -1.264
C -4.422 3.684 5.837
H -4.337 2.284 -3.352
N 2.499 0.667 4.538
C -1.583 0.323 5.156
H 1.397 -2.023 -5.001
H -2.585 -2.137 -0.685
H -1.707 -2.282 1.494
C 0.486 1.309 -4.618
H 4.606 1.435 2.849
C -2.836 -2.085 -1.751
C -6.497 -4.608 4.398
H 3.349 5.451 -2.264
O -2.829 4.320 7.402
H 6.249 -4.780 -1.007
H -3.059 5.820 8.820
C 2.471 -1.457 5.697
C 0.296 1.956 -5.988
H 2.052 -5.359 -1.520
C 1.239 -1.099 -0.521
H -5.082 -4.567 2.255
H 3.685 -1.352 -4.163
C -3.640 3.333 -6.711
H -1.958 1.286 -3.720
O -2.296 -0.194 4.039
C -0.322 -9.518 -0.922
C 5.168 7.294 -1.729
H 1.712 -7.126 0.331
H 2.636 -3.951 -3.166
O -5.390 0.649 -1.640
H 1.533 1.030 -4.521
H 2.349 -2.543 5.527
H 2.559 10.085 -0.663
H -4.046 -1.799 3.095
C -3.093 4.003 -3.136
H -4.263 2.942 1.872
H -3.880 -1.807 -1.912
O 0.859 -9.632 -0.160
C 2.429 -8.062 -1.344
H 3.228 -1.143 3.660
H -0.759 2.177 -6.160
O 1.298 -0.918 -1.970
H -2.176 -1.675 -4.306
C 4.769 -2.000 6.325
O -5.318 -3.915 4.178
H -4.154 -5.487 3.560
C 0.679 0.147 0.022
H -4.724 3.303 -6.711
H -1.188 -9.731 -0.288
H -1.141 -1.895 3.904
O -3.169 3.172 -5.389
C -4.486 -4.527 3.171
H 5.478 0.304 0.926
H 1.731 -1.690 -2.369
H 4.038 2.270 -3.726
O -0.628 0.476 -0.461
H -0.014 -0.447 -3.646
H -0.200 -6.606 -2.881
C -2.454 -0.799 -3.689
H -6.380 -5.662 4.716
C -3.331 4.340 -4.591
H 2.856 -3.706 0.007
C -3.253 -3.694 2.925
H 6.949 -3.240 -1.630
C 0.308 -3.672 -4.219
H 1.236 9.042 -1.244
O -1.976 -1.118 -2.387
C 4.477 0.077 0.621
H -1.245 2.166 2.562
H -3.281 4.241 -7.202
H 5.790 -2.013 -3.012
H -2.740 5.217 -4.878
H 3.041 5.953 -0.635
N 2.550 -7.095 -0.249
O 0.609 -4.910 -3.608
H -6.871 -0.710 -1.929
H 4.813 7.248 -2.795
C 3.740 3.907 -0.896
H -2.059 3.623 -2.968
H -3.538 3.237 -0.680
H -3.531 -0.764 -3.682
H 2.757 2.155 -2.475
H -5.736 2.423 -0.540
C 1.365 -3.912 2.252
H -0.575 -0.604 2.920
H -4.615 1.317 0.237
H 3.394 -4.836 1.242
N -4.027 2.989 -2.685
H 1.840 -2.971 1.991
H -3.155 4.993 -2.703
C -1.572 2.933 1.840
H -0.491 -3.779 -4.975
H -2.341 0.761 5.835
O 3.644 -1.171 6.454
C 0.446 4.288 -5.765
C 4.363 8.383 -1.079
H 1.385 0.949 -0.241
O -2.486 3.819 2.532
H 2.693 3.565 -0.836
C 1.595 -3.048 -4.691
C 3.633 1.432 2.346
H 0.682 1.234 -6.713
H 5.688 -3.201 -0.345
H -3.350 5.138 4.845
O 1.128 3.116 -6.162
C -4.931 1.687 -0.755
O 4.419 3.098 -1.869
H -0.920 -0.021 -1.261
H -1.401 5.344 8.407
C -0.537 -5.597 -3.089
H -3.269 2.456 -7.244
H 4.700 9.430 -1.265
C -2.312 -1.601 2.112
H 4.475 -3.058 6.297
H -2.411 4.200 9.372
H -2.541 -0.739 1.472
H -4.847 4.954 7.437
H 4.380 -1.823 -1.877
O 3.575 0.166 1.716
H -5.614 3.851 3.479
H 2.042 -3.654 -5.506
H 4.446 8.190 0.021
H -7.373 0.875 -1.209
C -3.727 2.407 -1.380
C -4.227 4.064 7.269
C 2.472 1.473 3.340
H -1.962 2.390 0.959
C 2.100 -9.510 -0.866
H 5.423 -1.724 5.469
N -3.528 -2.358 2.422
H -2.903 1.682 -1.312
H 6.242 7.505 -1.656
O 3.027 8.307 -1.482
C 3.506 2.792 -2.938
H -2.597 -3.685 3.819
H 2.858 -9.763 -0.123
H 3.100 3.676 -3.413
H -7.058 -4.145 5.225
H -0.122 -3.051 -3.434
H 3.587 2.272 1.640
C 3.861 -2.420 -3.932
C 2.645 -4.704 0.451
C -1.753 0.379 -4.281
H -6.425 -0.253 -0.189
```

DFT total energy = -3772.59875 Ha
ΔE to the lowest compared entry with this formula, charge and spin = 0.00 kcal/mol
gap between HOMO and LUMO = 8.88 eV

Mulliken atomic charge list, values in e, 8 entries:
1 H -0.33
2 H 0.24
3 C 0.85
4 H 0.43
5 H -0.40
6 H 0.27
7 H 0.43
8 H 0.19

---

Density functional theory data (ωB97M-V/def2-TZVPD) for a molecular structure, C30H34GaNO3.

```
69
C30H34GaNO3 | the Open Molecules 2025 dataset | ωB97M-V/def2-TZVPD
H -1.833 -2.530 -1.640
C 2.513 -0.065 3.602
H -2.797 -1.138 -4.500
H -1.575 -1.171 2.473
H 3.897 -1.695 3.709
C 2.436 -0.098 -2.129
H -4.167 3.870 3.533
H -3.382 3.146 1.266
H -0.106 -2.056 -4.045
C 2.025 1.047 -2.804
H 1.471 1.859 0.417
C -2.410 0.626 -3.324
C -0.243 -1.491 -4.976
H 1.759 -3.121 0.781
C 0.187 -0.696 3.433
H 2.132 -3.460 3.812
C -0.860 -0.131 -4.656
O -0.859 0.288 -3.173
H -0.002 2.024 4.178
C 0.535 -2.054 3.560
C 1.171 0.335 3.547
H -0.447 1.963 -4.939
H -3.124 0.305 -2.542
C -3.120 2.582 2.154
H 0.739 -1.375 -5.457
C -3.149 2.244 4.542
H -3.465 2.542 5.540
Ga -0.411 0.873 -1.385
H 2.962 -0.955 -2.591
H -0.843 1.135 -6.473
C -2.439 -0.118 -4.632
C -3.525 2.993 3.420
C 2.189 0.055 -0.749
C 1.076 -3.095 -0.071
C -1.657 1.192 0.708
H 3.581 1.659 4.351
H 2.592 -0.574 0.062
C -0.266 -2.642 -0.041
C -2.313 1.449 1.994
C 0.780 1.772 3.450
H 4.593 0.422 3.589
O -1.523 2.153 -0.152
H 0.417 2.032 2.443
H -2.958 0.410 -5.437
H 1.197 2.996 -2.021
O -1.167 0.030 0.361
C 1.863 -2.414 3.690
C 1.368 1.931 -1.872
N -1.103 -0.434 2.986
H -0.269 -2.802 3.516
C -1.911 0.703 3.139
C 1.355 -3.555 -1.385
H -2.045 0.503 5.270
C -2.346 1.107 4.412
H -0.792 -2.267 0.836
H 1.640 2.408 3.687
C 0.181 -3.384 -2.164
H 0.055 -3.690 -3.205
H 2.302 -3.978 -1.742
C 2.843 -1.413 3.660
H -0.837 -2.096 -5.690
C -0.818 -2.796 -1.335
H 0.731 0.859 -5.735
H -2.444 1.731 -3.491
C 1.544 1.315 -0.532
C 3.628 0.938 3.536
C -0.322 1.025 -5.497
H 3.619 1.510 2.597
H 2.144 1.259 -3.870
```

DFT total energy = -3368.62177 Ha
total charge = -2
gap between HOMO and LUMO (spin up / spin down) = 2.92 / 3.50 eV

Mulliken atomic charge list, values in e, 8 entries:
1 H 0.42
2 C 1.13
3 H 0.39
4 H 0.28
5 H 0.18
6 C -0.50
7 H 0.36
8 H 0.35

---

Density functional theory data (ωB97M-V/def2-TZVPD) for a molecular structure, C19H19N3O8P2RhS.

```
53
C19H19N3O8P2RhS | the Open Molecules 2025 dataset | ωB97M-V/def2-TZVPD
O 1.682 -0.128 -0.236
C -0.585 -2.394 -4.368
O -1.078 -1.337 2.312
O -3.531 2.541 2.386
C 3.806 0.738 -0.360
H 4.812 3.870 -1.073
H 1.654 -5.047 -2.179
H -2.215 -0.351 -5.234
N -1.323 -0.180 -1.490
C 4.150 3.038 -0.881
N 0.116 -2.059 -0.293
C -1.143 -1.298 -3.621
C 0.445 -3.268 -2.352
Rh -0.261 0.155 0.290
C -2.105 0.733 -2.033
S 0.233 2.209 -0.743
O -2.866 0.199 4.071
C -0.864 -1.199 -2.259
P -2.217 1.708 2.088
H 2.024 -4.745 0.261
C -1.250 1.972 4.656
O -2.326 0.764 0.920
O -1.199 2.859 1.756
H -3.120 1.454 -3.779
C -0.080 -2.209 -1.614
H 0.594 -4.152 -4.332
C 0.856 -2.938 0.347
C -2.464 0.693 -3.383
H -4.349 2.021 2.343
C 1.430 -4.041 -0.305
H -2.680 -0.191 4.934
H 4.105 -0.272 -0.124
N 2.474 0.941 -0.417
H -0.787 -2.450 -5.430
C 2.787 3.219 -0.904
H -1.590 -1.977 2.822
H -2.456 1.516 -1.376
H 5.732 1.590 -0.551
H -0.277 2.375 4.368
H -1.975 2.781 4.758
C 4.669 1.771 -0.594
O 0.210 -0.862 4.446
H -1.120 1.493 5.627
C 1.940 2.133 -0.667
C 0.176 -3.331 -3.764
C -1.969 -0.308 -4.180
P -0.333 -0.238 3.235
H 2.339 4.180 -1.108
O 0.510 0.532 2.195
C 1.224 -4.206 -1.651
H 0.999 -2.773 1.408
H -1.091 3.545 2.431
C -1.713 0.922 3.648
```

DFT total energy = -2693.08444 Ha
total charge = +1
ΔE to the lowest compared entry with this formula, charge and spin = 59.17 kcal/mol
gap between HOMO and LUMO (spin up / spin down) = 7.56 / 7.56 eV

Mulliken atomic charge list, values in e, 8 entries:
1 O -0.34
2 C -0.89
3 O -0.54
4 O -0.50
5 C -0.25
6 H 0.41
7 H 0.45
8 H 0.45

---

Density functional theory data (ωB97M-V/def2-TZVPD) for a single C14H16N4O4S molecule.

```
39
C14H16N4O4S | the Open Molecules 2025 dataset | ωB97M-V/def2-TZVPD
H -1.743 3.816 0.158
O -0.073 3.274 -2.383
H -0.931 -0.459 3.569
H 0.186 -0.305 -5.866
C 0.220 0.754 -3.996
H 1.841 -0.123 0.239
O -2.511 -1.033 1.313
C -1.000 0.420 0.068
S 0.348 2.065 -1.612
N 0.834 0.100 2.520
H 2.133 -2.235 3.262
C -2.233 0.102 1.050
N -0.112 -0.489 -0.574
O 1.607 2.324 -0.846
H 0.189 0.729 4.454
C -0.946 1.713 -0.393
H -0.061 -1.648 1.840
H 0.500 1.731 -4.498
H 0.708 -1.008 4.224
H -4.057 0.770 1.803
C 1.957 -2.029 2.223
C 0.870 -1.167 1.676
O 2.061 0.780 2.555
H -0.263 -2.600 -4.531
H 2.004 1.661 2.385
N -3.182 1.070 1.271
H 2.014 -2.884 1.522
C 1.100 -0.855 0.210
C -0.086 -0.505 -2.000
H 1.466 -1.779 -0.309
C -0.460 -1.600 -2.690
C 0.038 -0.427 -4.746
H -0.708 -2.500 -2.155
N -2.938 2.365 0.909
H 2.938 -1.530 1.966
C -1.829 2.683 0.233
C 0.289 0.648 -2.660
C -0.330 -1.669 -4.029
C 0.159 -0.162 3.834
```

DFT total energy = -1461.03415 Ha
ΔE to the lowest compared entry with this formula, charge and spin = 80.33 kcal/mol
gap between HOMO and LUMO = 7.84 eV

Mulliken atomic charge list, values in e, 8 entries:
1 H 0.43
2 O -0.74
3 H 0.18
4 H 0.31
5 C -0.37
6 H 0.41
7 O -0.62
8 C 0.49

---

Density functional theory data (ωB97M-V/def2-TZVPD) for a single C22H24N2O4 molecule.

```
52
C22H24N2O4 | the Open Molecules 2025 dataset | ωB97M-V/def2-TZVPD
C -3.731 2.025 1.164
H 6.491 2.900 -1.318
H -4.721 1.002 2.750
C -1.539 0.462 1.784
C -3.801 1.102 2.195
N -0.094 0.271 -0.930
C -2.561 2.165 0.426
H 4.130 -2.879 1.469
C -0.180 -2.107 -0.381
H -0.678 -0.147 2.022
C -4.400 -1.000 -0.914
H -4.169 0.055 -0.784
C 4.517 -0.887 0.807
C -0.183 1.450 -0.074
C 0.489 -0.881 -0.463
C 0.500 -3.204 0.203
H -0.986 0.091 -1.378
H 5.991 3.616 0.214
H -5.433 -1.105 -1.232
H -2.765 -0.405 3.308
O 4.896 1.254 -0.051
C -1.587 -2.352 -0.731
H -3.757 4.532 -0.126
H 3.640 2.888 -0.204
H -3.687 -2.692 -2.051
H -4.599 2.625 0.939
C -3.479 -1.622 -1.953
H 5.382 4.281 -1.311
H -3.585 -1.131 -2.923
C -2.709 0.316 2.508
H 2.301 1.081 -0.855
C 1.863 -0.859 -0.062
C 3.742 -1.993 0.992
H 4.151 2.160 -1.752
C -3.483 3.875 -0.957
H -0.033 -4.141 0.295
O -2.107 -1.453 -1.601
N 1.706 -3.169 0.676
C 4.007 0.243 0.131
C 4.480 2.418 -0.736
C 2.698 0.252 -0.293
C 2.407 -2.021 0.541
C 5.665 3.369 -0.793
O -2.232 -3.280 -0.304
H -4.362 3.305 -1.275
H -0.199 2.339 -0.709
C -1.446 1.378 0.748
H 5.543 -0.852 1.139
H -4.271 -1.503 0.042
H 0.683 1.484 0.588
H -3.129 4.480 -1.791
O -2.410 3.031 -0.620
```

DFT total energy = -1263.22298 Ha
ΔE to the lowest compared entry with this formula, charge and spin = 46.50 kcal/mol
gap between HOMO and LUMO = 8.16 eV

Mulliken atomic charge list, values in e, 8 entries:
1 C -0.43
2 H 0.33
3 H 0.38
4 C -0.19
5 C -0.67
6 N -0.29
7 C 0.60
8 H 0.47

---

Density functional theory data (ωB97M-V/def2-TZVPD) for a single C5H8O2 molecule.

```
15
C5H8O2 | the Open Molecules 2025 dataset | ωB97M-V/def2-TZVPD
C -0.651 0.164 -0.326
H -0.163 -1.452 1.147
H -3.029 -0.487 -0.133
H -0.425 0.174 1.813
C -2.233 0.249 -0.416
H 1.042 1.690 -1.040
C 0.799 0.658 -0.780
C 1.380 0.101 0.552
H 1.135 0.026 -1.631
H -2.632 1.256 -0.455
O -1.402 -0.361 -1.371
H 1.792 0.886 1.194
H 2.028 -1.637 0.009
O 2.389 -0.877 0.482
C -0.029 -0.391 0.955
```

DFT total energy = -345.66072 Ha
ΔE to the lowest compared entry with this formula, charge and spin = 90.51 kcal/mol
gap between HOMO and LUMO = 10.36 eV

Mulliken atomic charge list, values in e, 8 entries:
1 C 0.50
2 H 0.37
3 H 0.26
4 H 0.22
5 C -0.36
6 H 0.28
7 C -0.72
8 C 0.11